Record 1
Below is a molecular structure, C33H34AsBrOS2Zr, with properties calculated with wB97M-V/def2-TZVPD.

## Properties
HOMO-LUMO gap (spin up / spin down) in eV: 6.01 / 6.48
HOMO energy (spin up / spin down) in eV: -10.02 / -10.85
Charge: +1
Multiplicity: 2

Each line ends with the Mulliken spin population.
Positions of all 73 atoms, in Å:
Zr1 15.778 11.950 8.096  0.244
S1 17.897 12.704 8.970  0.005
C1 17.870 13.115 10.686  0.005
C2 19.084 13.573 11.232  0.000
C3 19.096 13.977 12.528  0.001
C4 17.961 13.900 13.357  0.002
C5 16.804 13.443 12.775  -0.008
C6 16.684 13.006 11.459  -0.010
As1 15.059 12.413 10.644  0.035
C7 14.548 10.663 11.337  0.003
C8 14.746 10.299 12.605  0.014
C9 14.659 8.906 12.978  0.007
C10 14.850 7.996 11.988  -0.013
C11 14.825 8.353 10.645  0.061
C12 14.295 9.703 10.268  -0.021
C13 13.697 13.678 11.220  0.007
C14 13.963 15.036 11.009  0.002
C15 12.982 15.999 11.323  0.001
C16 11.720 15.525 11.602  0.001
C17 11.405 14.151 11.742  0.000
C18 12.455 13.228 11.598  0.000
H1 19.893 13.834 10.586  0.000
H2 19.997 14.430 12.928  0.000
H3 17.950 14.508 14.326  0.000
H4 15.888 13.534 13.450  0.000
H5 15.119 10.948 13.344  -0.001
H6 14.689 8.638 13.950  0.003
H7 14.972 6.923 12.357  0.000
H8 14.463 7.533 10.020  0.008
H9 13.276 9.698 9.860  -0.005
H10 14.999 15.292 10.761  0.000
H11 13.233 17.032 11.269  0.000
H12 10.854 16.199 11.668  0.000
H13 10.376 13.713 11.958  0.000
H14 12.337 12.191 11.909  0.000
C19 9.282 16.860 8.159  0.001
C20 9.454 15.838 7.015  0.002
C21 9.422 16.548 5.591  0.000
C22 8.334 14.792 6.917  0.000
C23 10.793 15.163 7.080  0.000
C24 11.034 13.850 7.404  -0.007
C25 12.317 13.379 7.420  0.004
Br1 12.839 11.532 7.842  0.003
C26 13.499 14.099 7.164  0.014
O1 14.705 13.555 7.250  0.004
C27 13.220 15.437 6.771  -0.003
C28 11.910 15.902 6.782  -0.001
C29 14.345 16.447 6.326  0.000
C30 13.813 17.539 5.333  0.000
C31 15.354 15.732 5.417  0.001
C32 15.022 17.084 7.506  0.002
H15 8.484 17.550 7.835  0.000
H16 10.176 17.442 8.261  0.000
H17 8.930 16.560 9.133  0.000
H18 8.452 16.991 5.489  0.000
H19 9.586 15.746 4.872  0.000
H20 10.285 17.251 5.477  0.000
H21 7.326 15.207 6.870  0.000
H22 8.193 14.183 7.809  0.000
H23 8.306 14.218 6.006  0.000
H24 10.249 13.150 7.686  0.000
H25 11.845 16.940 6.488  0.000
H26 13.426 16.964 4.476  0.000
H27 14.584 18.076 4.804  0.000
H28 13.027 18.139 5.794  0.000
H29 14.745 15.236 4.620  0.000
H30 15.903 14.924 5.873  -0.001
H31 15.896 16.549 5.002  0.000
H32 14.149 17.561 8.060  0.000
H33 15.710 17.885 7.283  0.000
H34 15.575 16.297 8.075  0.000
S2 16.491 8.925 9.999  0.195
C33 15.460 10.137 9.336  0.449

=====

Record 2
Below is a single C2H2BrN molecule, with properties calculated with wB97M-V/def2-TZVPD.

## Properties
HOMO-LUMO gap in eV: 8.21
HOMO energy in eV: -8.08
Multiplicity: 1

Each line ends with the Löwdin charge.
Positions of all 6 atoms, in Å:
C1 0.407 -1.038 0.582  0.053
C2 -0.895 0.190 -1.089  -0.575
N1 -0.112 -0.255 -0.186  -0.194
Br1 -1.012 -0.975 -2.673  0.552
H1 1.522 -1.353 0.842  0.093
H2 -1.434 1.161 -1.218  0.071